[1]
19
Properties=species:S:1:pos:R:3:lowdin_charge:R:1 method="wB97M-V/def2-TZVPD" total_charge=0 multiplicity=1 e_tot_ha=-8366.23789 gap_ev=10.3 fmax_ev_per_a=1.05
C -25.75277 1.45646 25.71251 -1.59
Br -27.10722 0.06394 25.70735 0.55
Br -26.03403 2.72036 24.24393 0.56
Br -24.02698 0.62372 25.51139 0.56
H -25.82243 1.94946 26.67017 -0.02
C -27.81372 4.81644 21.83074 -0.07
C -27.89376 6.34067 21.90604 -0.18
O -28.67028 6.77717 20.77867 0.04
C -29.34082 7.90204 20.87360 -0.42
O -29.39177 8.60571 21.83749 0.17
C -30.08390 8.27188 19.59950 -0.52
F -30.15052 7.28112 18.70543 0.17
F -31.34324 8.66922 19.89773 0.15
F -29.45441 9.33122 19.05966 0.16
H -26.80693 4.47154 22.06647 0.03
H -27.93564 4.48892 20.79657 0.08
H -28.57904 4.34477 22.43920 0.08
H -26.89583 6.77334 21.86968 0.13
H -28.38104 6.68076 22.81662 0.12


[2]
14
Properties=species:S:1:pos:R:3:lowdin_charge:R:1 method="wB97M-V/def2-TZVPD" total_charge=+1 multiplicity=1 e_tot_ha=-2877.28993 gap_ev="7.6 / 7.6" fmax_ev_per_a=7.07
C 1.31775 -2.06719 -0.36299 0.14
C 0.61181 -1.16033 0.18779 -0.34
C 0.85087 0.34157 0.31434 -0.01
N -0.47338 0.92987 0.13121 -0.09
C -0.84032 2.11095 -0.28906 0.22
C -1.39705 -0.12232 0.26752 -0.74
Br -3.19291 0.05789 0.18735 0.98
N -0.76608 -1.35785 0.39017 0.16
H 0.84243 -2.98175 -0.40233 0.07
H 2.37942 -2.14557 -0.54405 0.10
H 0.94774 0.59110 1.36219 0.15
H 1.68463 0.66820 -0.28944 0.15
H -0.09137 2.86010 -0.50282 0.13
H -1.87353 2.27531 -0.44988 0.07


[3]
16
Properties=species:S:1:pos:R:3:lowdin_charge:R:1 method="wB97M-V/def2-TZVPD" total_charge=0 multiplicity=1 e_tot_ha=-3007.51208 gap_ev=8.2 fmax_ev_per_a=3.39
C -0.42044 -1.50663 -1.45040 -0.16
N -1.38733 -1.18502 -0.42577 -0.02
C -1.04568 -0.36031 0.49983 -0.34
C -2.06598 -0.08836 1.50880 -0.65
Br -3.36139 -1.50612 1.59373 0.74
N -2.27422 0.89725 2.27497 0.03
C -1.30426 1.86034 2.25730 -0.13
C -0.17731 1.73580 1.47634 -0.02
N -0.02362 0.62119 0.65059 -0.06
O 1.16287 0.49934 -0.06279 0.05
H -0.90516 -2.31722 -2.01646 0.07
H 0.51200 -1.89693 -1.01297 0.07
H -0.01844 -0.78898 -2.26666 0.10
H -1.72548 2.79797 2.71036 0.12
H 0.52471 2.47103 1.31485 0.09
H 1.73978 1.18952 0.24237 0.10


[4]
14
Properties=species:S:1:pos:R:3:lowdin_charge:R:1 method="wB97M-V/def2-TZVPD" total_charge=0 multiplicity=1 e_tot_ha=-3221.01686 gap_ev="7.0 / 7.0" fmax_ev_per_a=4.25
C -0.21136 -0.55208 -2.17466 -0.16
C -0.27066 0.81730 -2.49569 -0.45
C -0.26795 0.32859 -0.13156 -0.72
C -0.25013 -0.74093 2.12939 -0.14
C -0.10554 0.42038 1.23465 -0.31
N -0.25898 -0.76532 -0.79250 0.07
S -0.34247 1.80001 -1.17250 1.04
Br 2.48938 0.50419 1.16300 0.09
H 0.01540 -1.37707 -2.88898 0.12
H 0.12603 1.20414 -3.45519 0.08
H 0.25520 -1.55389 1.53962 0.09
H -1.27517 -0.92449 2.38389 0.08
H 0.21284 -0.67238 3.13147 0.09
H -0.11658 1.51155 1.52909 0.11


[5]
16
Properties=species:S:1:pos:R:3:lowdin_charge:R:1 method="wB97M-V/def2-TZVPD" total_charge=-1 multiplicity=1 e_tot_ha=-3714.92720 gap_ev=6.4 fmax_ev_per_a=1.97
C 0.00937 1.60244 -0.93595 -0.09
C 0.41492 0.80407 0.27552 -0.51
C -0.09008 1.16151 1.46262 -0.56
Br 0.35643 0.31836 3.09565 0.66
C 1.23578 -0.35412 0.05331 -0.19
S -0.11141 -1.89862 -0.21307 0.51
O 0.64707 -2.75885 -1.11661 -0.46
O -0.24720 -2.41627 1.14222 -0.45
C -1.95430 -2.03482 -0.81502 -0.74
S -2.78652 -0.68202 -0.84469 0.44
H -0.12982 0.94619 -1.79250 0.07
H 0.79077 2.32456 -1.18323 0.08
H -0.91549 2.14606 -0.74709 0.07
H -0.79257 1.96699 1.59393 0.04
H 1.78450 -0.38748 -0.87490 0.07
H 1.78857 -0.73800 0.89982 0.05


[6]
13
Properties=species:S:1:pos:R:3:lowdin_charge:R:1 method="wB97M-V/def2-TZVPD" total_charge=0 multiplicity=3 e_tot_ha=-3109.32075 gap_ev="7.5 / 7.3" fmax_ev_per_a=4.83
C 0.39367 1.28158 -0.83112 -0.07
C -0.38884 0.38155 -1.36752 -0.13
C 0.32735 -0.40916 0.72998 -0.72
C 0.88291 0.98152 0.61151 -0.14
C -0.56319 -0.72275 -0.38188 -0.68
P 0.72252 -1.56459 1.91467 0.83
Br -2.47967 -0.68028 0.33849 0.56
H 0.56825 2.18373 -1.29524 0.08
H -0.84478 0.38385 -2.33817 0.11
H 1.85759 1.00272 0.94590 0.08
H 0.23232 1.49776 1.26109 0.11
H -0.61186 -1.70648 -0.76106 0.05
H -0.09628 -2.62946 1.17336 -0.08


[7]
20
Properties=species:S:1:pos:R:3:lowdin_charge:R:1 method="wB97M-V/def2-TZVPD" total_charge=+4 multiplicity=11 e_tot_ha=-2791.69032 gap_ev="7.2 / 5.4" fmax_ev_per_a=11.05
Ru 0.29257 0.27086 -5.49652 1.10
Dy 0.63030 0.69592 -2.11330 1.12
Cl -0.72379 1.83812 -3.90066 0.11
Cl 2.74674 -0.32377 -2.79645 0.03
C -0.39631 -1.22956 -0.43213 0.02
C -0.10572 1.30950 -6.91973 -0.19
C 0.78840 -0.98608 -6.73340 -0.10
O -1.04872 -1.67522 0.40543 0.19
O -0.36982 1.91449 -7.89246 0.30
O 0.98790 -1.63704 -7.68772 0.32
C 1.45018 2.24876 2.16975 -0.10
S -0.03788 2.13074 1.11959 1.23
C -0.57210 3.84769 1.31701 -0.11
O 0.51934 1.99632 -0.35201 -0.61
H 1.08816 2.50616 3.18257 0.13
H 2.12807 3.01212 1.75654 0.12
H 1.95940 1.27396 2.20520 0.11
H 0.29504 4.51995 1.34191 0.13
H -1.28135 4.13329 0.53050 0.11
H -1.09698 3.86650 2.28438 0.12


[8]
13
Properties=species:S:1:pos:R:3:lowdin_charge:R:1 method="wB97M-V/def2-TZVPD" total_charge=0 multiplicity=1 e_tot_ha=-708.90238 gap_ev=7.5 fmax_ev_per_a=7.38
C -0.90837 -0.88453 -0.01241 -0.18
C 0.03924 -1.84012 0.03863 -0.18
C -0.55725 0.46370 -0.00746 -0.04
C 1.47027 0.04296 0.04106 -0.69
C -0.97576 1.90527 0.06450 -0.11
N 1.31807 -1.27429 0.01187 -0.08
Cl 2.85902 0.88040 -0.07407 0.70
H -1.88657 -1.14976 -0.21478 0.08
H -0.11607 -2.87913 0.04540 0.08
H -1.16508 2.46788 1.03441 0.09
H -0.28503 2.42845 -0.59709 0.07
H -1.97739 1.79199 -0.23510 0.05
H 2.18492 -1.95282 -0.09495 0.20


[9]
15
Properties=species:S:1:pos:R:3:lowdin_charge:R:1 method="wB97M-V/def2-TZVPD" total_charge=0 multiplicity=1 e_tot_ha=-818.45933 gap_ev=9.0 fmax_ev_per_a=5.07
C -1.18992 1.28630 -0.84985 -0.06
C -0.49741 0.43611 1.25183 -0.13
C -2.00535 0.17222 -0.96144 -0.20
C -1.46270 -0.56715 1.08773 -0.10
C -0.26829 1.27901 0.20149 -0.68
N -2.15187 -0.73950 -0.07729 0.05
N 3.00646 -1.37605 -0.40277 -0.15
N 2.92455 -0.47546 -1.17657 0.00
Cl 1.06181 2.35664 0.45850 0.68
H -1.14033 1.95796 -1.66965 0.10
H 0.22387 0.48136 2.08823 0.11
H -2.71221 0.11405 -1.86216 0.14
H -1.73753 -1.21866 1.84927 0.08
H 2.21169 -2.10478 -0.07718 0.14
H 3.73723 -1.60208 0.13985 0.03


[10]
14
Properties=species:S:1:pos:R:3:lowdin_charge:R:1 method="wB97M-V/def2-TZVPD" total_charge=0 multiplicity=1 e_tot_ha=-784.20662 gap_ev=8.6 fmax_ev_per_a=2.48
O -3.81893 -0.83992 -0.03308 -0.07
N -2.43722 -0.50404 0.04576 0.00
C -2.27212 0.75965 -0.01388 -0.17
C -1.02140 1.43389 -0.03191 -0.12
C 0.22124 0.95969 0.04994 -0.08
C 0.61077 -0.52149 0.09765 -0.14
C 1.86666 -0.97559 -0.04543 -0.55
Cl 3.32182 -0.01423 -0.01409 0.59
H -3.74727 -1.80731 -0.07541 0.09
H -3.20746 1.34256 -0.03260 0.13
H -1.17148 2.51762 -0.09829 0.11
H 0.96909 1.74503 0.04878 0.09
H -0.21560 -1.21903 0.12623 0.08
H 2.08279 -2.02614 -0.12307 0.05


[11]
14
Properties=species:S:1:pos:R:3:lowdin_charge:R:1 method="wB97M-V/def2-TZVPD" total_charge=0 multiplicity=1 e_tot_ha=-784.28425 gap_ev=10.0 fmax_ev_per_a=3.92
C 0.04913 1.57325 0.00070 -0.08
C -0.69103 0.35974 0.16529 -0.33
C -2.00507 0.23457 -0.00624 -0.57
Cl -3.12239 1.51087 -0.08739 0.74
C -2.49751 -1.26380 -0.01416 -0.46
O -3.57801 -1.77726 -0.05802 0.08
N -1.29509 -1.92476 0.01670 0.04
C -0.17201 -1.07194 0.17826 -0.16
H 1.12689 1.39201 0.12872 0.09
H -0.40563 2.34686 0.72233 0.10
H -0.23146 2.22361 -0.91272 0.12
H -1.22901 -2.84838 -0.24106 0.12
H 0.57550 -1.35513 -0.73463 0.17
H 0.36576 -1.40432 1.20502 0.16


[12]
15
Properties=species:S:1:pos:R:3:lowdin_charge:R:1 method="wB97M-V/def2-TZVPD" total_charge=0 multiplicity=1 e_tot_ha=-1182.37666 gap_ev="8.3 / 8.3" fmax_ev_per_a=7.35
C -1.20644 1.29599 -0.60192 -0.08
C 0.06389 0.37064 -0.35831 -0.27
C -0.31574 -0.80434 0.35538 -0.40
C 0.70883 -1.74886 0.91818 -0.02
C 1.33015 0.97322 -0.82237 -0.54
N -1.61003 -0.86144 0.56196 -0.12
O -3.67261 0.55204 0.25750 -0.44
S -2.50462 0.13056 -0.39943 0.86
Cl 2.18490 1.77610 0.57153 0.52
H -1.25641 2.22421 -1.10952 0.06
H 1.33349 -2.23676 0.22376 0.07
H 0.12101 -2.31162 1.64207 0.08
H 1.51760 -1.32336 1.58558 0.10
H 1.15667 1.71498 -1.59067 0.06
H 2.14931 0.24863 -1.23371 0.11


Repeat the ninth record exactly.
15
Properties=species:S:1:pos:R:3:lowdin_charge:R:1 method="wB97M-V/def2-TZVPD" total_charge=0 multiplicity=1 e_tot_ha=-818.45933 gap_ev=9.0 fmax_ev_per_a=5.07
C -1.18992 1.28630 -0.84985 -0.06
C -0.49741 0.43611 1.25183 -0.13
C -2.00535 0.17222 -0.96144 -0.20
C -1.46270 -0.56715 1.08773 -0.10
C -0.26829 1.27901 0.20149 -0.68
N -2.15187 -0.73950 -0.07729 0.05
N 3.00646 -1.37605 -0.40277 -0.15
N 2.92455 -0.47546 -1.17657 0.00
Cl 1.06181 2.35664 0.45850 0.68
H -1.14033 1.95796 -1.66965 0.10
H 0.22387 0.48136 2.08823 0.11
H -2.71221 0.11405 -1.86216 0.14
H -1.73753 -1.21866 1.84927 0.08
H 2.21169 -2.10478 -0.07718 0.14
H 3.73723 -1.60208 0.13985 0.03